(1)
ORCA calculation (the ωB97M-V functional and the def2-TZVPD basis) on a structure of composition C20H27N4NiO.

```
53
Properties=species:S:1:pos:R:3
Ni 0.37747 -0.03026 -1.12742
C 1.52988 0.73581 4.61018
C 2.12265 -0.04385 3.43549
C 1.24349 -1.17850 2.94376
C 1.20923 -2.32283 3.73836
C 0.55527 -3.47301 3.34290
C -0.05155 -3.50643 2.09984
C -0.05394 -2.38499 1.28342
C -0.72346 -2.50957 -0.06078
C -2.21909 -2.21937 -0.02712
C 0.54038 -1.19834 1.73001
N 0.49117 -0.06187 0.85651
C 0.47246 1.15921 1.30539
C 0.60801 2.22836 0.38813
C 0.56322 3.61263 0.53757
C 0.74183 4.14734 -0.74125
C 0.86202 3.06075 -1.60942
N 0.79770 1.89715 -0.93626
H 2.21233 1.51657 4.94598
H 1.33682 0.07379 5.45503
H 0.57677 1.20586 4.35649
H 3.06693 -0.48865 3.75576
H 2.38770 0.63475 2.62474
H 1.74667 -2.31059 4.68002
H 0.55402 -4.34875 3.97771
H -0.52080 -4.41789 1.74733
H -0.53223 -3.50282 -0.46926
H -0.21819 -1.83837 -0.78186
H -2.70136 -2.92287 0.65237
H -2.68127 -2.32633 -1.00978
H -2.41320 -1.21217 0.34072
H 0.34352 1.36179 2.36305
H 0.43043 4.15056 1.46395
H 0.78467 5.18818 -1.01781
H 0.97995 3.09165 -2.68441
N 1.80781 0.48648 -3.64568
C 1.85678 0.24352 -4.96289
C 0.99013 -0.79700 -5.21896
C 0.46628 -1.13635 -3.96925
N 0.97458 -0.35515 -3.01713
H 2.32029 1.16784 -3.10695
H 2.49664 0.81717 -5.61258
H 0.78119 -1.25347 -6.17016
H -0.22764 -1.92174 -3.71043
C -3.77893 1.26611 -1.31353
C -2.29874 1.52839 -1.21693
O -1.54677 0.35507 -1.65348
H -4.32599 2.13828 -0.95387
H -4.06923 0.40561 -0.71100
H -4.08744 1.09046 -2.34685
H -1.97584 1.70471 -0.19508
H -1.98573 2.38047 -1.81840
H -1.81689 0.11268 -2.54618
```

- 2S+1 = 3
- gap between HOMO and LUMO (alpha / beta) (eV) = 7.9 / 7.0
- lowest unoccupied orbital energy (alpha / beta) (eV) = -2.6840 / -3.6355
- calculated total energy (eV) = -70223.9053
- charge = +1

(2)
ORCA calculation (the ωB97M-V functional and the def2-TZVPD basis) on a cluster of 2 separate species, C20H27N5O5 in total in a non-equilibrium geometry.

```
57
Properties=species:S:1:pos:R:3
C -0.91233 0.48183 -5.61528
O -0.40301 0.19380 -4.28814
C 0.60990 1.00065 -3.91370
N 0.93125 0.68343 -2.54432
N 1.95156 1.33902 -2.14716
C 2.59122 0.87161 -1.04121
C 3.89427 1.59436 -0.86141
C 2.01617 -0.10438 -0.23074
C 2.69797 -0.72831 0.91735
O 3.34385 -0.04976 1.73962
N 2.60567 -2.09246 1.10066
C 3.26462 -2.75449 2.19421
C 1.87478 -3.00449 0.24797
O 1.14109 1.83487 -4.62414
H -1.72616 -0.22300 -5.74835
H -1.30426 1.50497 -5.67745
H -0.16126 0.31902 -6.39887
H 4.42909 1.23188 0.02118
H 4.51013 1.46911 -1.76493
H 3.73290 2.67593 -0.76377
H 1.12751 -0.57684 -0.61739
H 3.99319 -2.10121 2.66151
H 2.53772 -3.06149 2.95517
H 3.75782 -3.65584 1.80799
H 1.86060 -2.62483 -0.77855
H 2.39106 -3.97890 0.27774
H 0.84078 -3.15697 0.60187
C -0.44021 -0.79190 4.07962
O -0.52089 -0.41567 2.68777
C -1.58285 -0.87237 1.96091
C -2.00373 -0.03609 0.92089
N -1.27576 1.16364 0.66986
C 0.11207 1.24370 0.65049
N 0.32166 2.58969 0.76680
C 1.57420 3.25648 0.93629
C -0.85419 3.32199 0.71026
C -1.86101 2.43117 0.61681
C -3.18702 -0.34564 0.23174
O -3.56815 0.53334 -0.73319
C -4.51935 0.05912 -1.71071
C -3.87548 -1.54879 0.50388
C -3.41000 -2.39092 1.50785
C -2.29131 -2.05267 2.26121
H 0.16916 -0.01005 4.53959
H -1.43691 -0.81137 4.55823
H 0.04290 -1.77866 4.19405
H 2.31335 2.59436 1.39788
H 1.97918 3.60167 -0.02887
H 1.42828 4.13900 1.57239
H -0.85894 4.39363 0.76187
H -2.92330 2.56705 0.57328
H -4.61323 0.86430 -2.43620
H -4.13564 -0.85130 -2.20508
H -5.50247 -0.15343 -1.25492
H -4.76769 -1.80239 -0.06142
H -3.93339 -3.31492 1.71912
H -1.97541 -2.67049 3.09974
```

- relative energy (zero: lowest compared OMol25 entry of this formula, charge and spin) (eV) = 5.570
- gap between HOMO and LUMO (eV) = 7.1
- lowest unoccupied orbital energy (eV) = -0.5267
- calculated total energy (eV) = -38861.3353

(3)
ORCA calculation (the ωB97M-V functional and the def2-TZVPD basis) on an isolated molecule of C20H27NO4.

```
52
Properties=species:S:1:pos:R:3
C 1.84499 4.04143 0.64526
C 2.87483 3.81162 -0.45388
C 3.54753 2.43868 -0.32485
C 2.52379 1.35266 -0.56739
C 2.07460 0.49292 0.52111
C 0.94719 -0.32068 0.33668
N 0.35426 -0.38711 -0.84999
C -0.74870 -1.12553 -1.27373
C -0.96315 -2.45849 -0.96407
C -2.05339 -3.15176 -1.46737
C -2.94649 -2.50855 -2.31134
C -2.73005 -1.17128 -2.65646
C -1.64643 -0.47868 -2.15418
O -1.35511 0.81896 -2.42681
C -2.13947 1.50351 -3.37335
H -1.68135 2.48575 -3.47446
H -3.17292 1.61707 -3.03114
H -2.12995 0.99588 -4.34234
H -3.44019 -0.71138 -3.32298
O -4.05232 -3.07595 -2.86458
C -4.33040 -4.42498 -2.57569
H -4.49227 -4.58133 -1.50441
H -5.24639 -4.65890 -3.11566
H -3.52794 -5.08355 -2.92269
H -2.17974 -4.18765 -1.19962
H -0.25438 -2.98268 -0.34410
C 0.35367 -1.09581 1.47295
C 0.55723 -0.38416 2.81291
C 2.05958 -0.20132 2.98089
C 2.77123 0.44865 1.80308
O 3.90750 0.85309 1.98573
H 2.53642 -1.17547 3.13075
H 2.28987 0.39875 3.86383
C 0.00312 -1.25514 3.94266
H 0.17719 -0.78053 4.90532
H 0.48273 -2.23174 3.95274
H -1.06839 -1.40046 3.82193
C -0.16090 0.96591 2.82205
H -0.03078 1.45387 3.78519
H -1.22667 0.83146 2.64763
H 0.23436 1.62278 2.05218
H 0.83261 -2.07827 1.52695
H -0.71072 -1.25031 1.28186
O 2.03361 1.28861 -1.70111
H 0.75437 0.28981 -1.53612
H 4.02721 2.34347 0.64319
H 4.30433 2.34666 -1.10716
H 3.64532 4.58328 -0.39835
H 2.39126 3.88233 -1.43053
H 1.45615 5.05664 0.60016
H 1.00974 3.35203 0.53488
H 2.29342 3.88589 1.62448
```

- relative energy (zero: lowest compared OMol25 entry of this formula, charge and spin) (eV) = 1.909
- gap between HOMO and LUMO (eV) = 8.4
- lowest unoccupied orbital energy (eV) = 0.5576
- SMILES = CCCC(=O)C1=C(Nc2ccc(OC)cc2OC)CC(C)(C)CC1=O
- calculated total energy (eV) = -30858.3526

(4)
ORCA calculation (the ωB97M-V functional and the def2-TZVPD basis) on an isolated molecule of C20H27NO5.

```
53
Properties=species:S:1:pos:R:3
C 2.75671 -1.35076 5.53925
C 2.00917 -2.43702 4.77529
C 1.03810 -1.88065 3.73413
H 0.34354 -1.19028 4.21638
H 0.44659 -2.70463 3.32728
C 1.75153 -1.14389 2.58933
C 0.76700 -0.73254 1.53440
C 0.22281 0.50800 1.55232
C -0.74849 0.95174 0.59728
C -1.19894 2.23809 0.53113
C -2.06988 2.70089 -0.49834
O -2.32233 3.87725 -0.70715
C -2.74504 1.63838 -1.39580
C -2.15622 0.22625 -1.37312
O -2.54029 -0.60758 -2.16825
C -1.17387 -0.06255 -0.32882
C -0.59189 -1.29280 -0.30328
N 0.36446 -1.64879 0.58156
C 1.04513 -2.90835 0.37356
H 1.34639 -3.34183 1.32675
H 0.35332 -3.59677 -0.11619
C 2.28056 -2.75757 -0.54188
O 1.93627 -2.60112 -1.89419
C 1.98889 -1.28426 -2.40601
H 1.81488 -1.37793 -3.47547
H 1.22246 -0.62867 -1.98404
H 2.97615 -0.83921 -2.23896
H 2.90715 -1.92437 -0.19932
H 2.85991 -3.68596 -0.47346
H -0.88651 -2.03087 -1.03572
C -4.22487 1.55991 -1.01575
H -4.66533 2.54822 -1.12054
H -4.32259 1.22482 0.01439
H -4.73000 0.86088 -1.67817
O -2.68121 2.11353 -2.75345
C -1.48257 2.01375 -3.30499
O -0.54564 1.47010 -2.76306
C -1.43351 2.69150 -4.64977
C -1.14515 4.17798 -4.42632
H -1.90141 4.61316 -3.77766
H -0.17357 4.30593 -3.95478
H -1.14659 4.70652 -5.37644
H -0.64504 2.23579 -5.24867
H -2.39731 2.56756 -5.14269
H -0.81432 2.98509 1.20929
H 0.54749 1.21217 2.30253
H 2.54235 -1.77430 2.18200
H 2.21860 -0.24336 2.98654
H 2.72884 -3.09793 4.28586
H 1.43970 -3.03981 5.48594
H 3.42479 -0.79696 4.88491
H 2.05545 -0.65249 5.99035
H 3.35432 -1.79423 6.33181
```

- relative energy (zero: lowest compared OMol25 entry of this formula, charge and spin) (eV) = 1.954
- gap between HOMO and LUMO (eV) = 7.8
- lowest unoccupied orbital energy (eV) = 0.2090
- SMILES = CCCCC1=CC2=CC(=O)[C@@](C)(OC(=O)CC)C(=O)C2=CN1CCOC
- calculated total energy (eV) = -32905.6933